Formula: C5H10O2
Source: the Open Molecules 2025 dataset
Level of theory: ωB97M-V/def2-TZVPD

**Charge**: 0
**Gap between HOMO and LUMO**: 8.27 eV
**2S+1**: 1
**M**: 102.13 g/mol

Each line ends with the natural charge from an NBO analysis.
CARTESIAN COORDINATES (ANGSTROEM)
C (-1.102, 2.643, 1.098)  -0.412
C (-0.117, 1.823, 0.615)  -0.205
C (-0.244, 0.415, 0.338)  -0.317
C (0.727, -0.501, 0.605)  0.340
C (0.440, -1.944, 0.386)  -0.700
O (2.028, -0.062, 0.675)  -0.716
H (-0.897, 3.618, 0.625)  0.184
H (-1.781, 2.687, 1.937)  0.216
H (0.809, 2.365, 0.492)  0.212
H (-1.202, -0.076, 0.107)  0.227
H (-0.490, -2.485, 0.193)  0.251
H (1.027, -2.589, 1.067)  0.233
H (1.048, -2.186, -0.504)  0.202
H (2.417, -0.020, -0.202)  0.483
O (-1.191, -0.995, -2.472)  -0.938
H (-1.148, -1.886, -2.853)  0.470
H (-0.323, -0.807, -2.107)  0.471